123
Properties=species:S:1:pos:R:3 method="wB97M-V/def2-TZVPD" lumo_energy_ev=-0.220 gap_ev=6.00 de_lowest_kj_mol=0.0 charge=-1 energy_ha=-3441.601650 fmax_ev_per_a=9.9
C 0.4119 0.2746 -0.1044
O 1.5728 0.2859 0.2828
O -0.4852 -0.1241 0.7723
O 0.0099 0.5473 -1.1862
H -0.1373 -0.0916 1.6634
C 5.2154 -0.1612 -3.0902
C 5.7354 0.8207 -4.0706
C 5.0746 2.1509 -4.2722
C 3.9394 2.4820 -3.1306
C 3.2179 1.3131 -2.5573
C 4.0327 0.0272 -2.4185
N 3.4362 3.8427 -3.0043
O 2.4050 3.9664 -2.3417
O 4.1179 4.7402 -3.4513
H 5.5928 -1.1321 -2.9209
H 6.6468 0.5437 -4.7565
H 5.5416 2.8220 -4.9951
H 2.2531 1.3905 -1.9610
H 3.6432 -0.6681 -1.7606
C 1.1751 -0.4951 3.9783
C 0.2191 0.5379 4.5283
C -0.1592 0.2666 5.9925
C 0.4583 -0.8695 6.7742
C 1.6297 -1.7383 6.1699
C 1.8589 -1.5340 4.6693
N 0.1379 -1.3615 8.2368
O 0.9409 -1.9190 8.9187
O -0.7897 -0.7810 8.7297
H 1.4046 -0.1646 3.0568
H -0.3635 1.3229 3.9435
H -1.0250 0.8339 6.4539
H 2.4234 -2.2604 6.6910
H 2.5857 -2.1661 4.2587
C 0.8757 2.7022 -5.5972
C 1.0426 2.6919 -7.1263
C 0.0675 1.8307 -7.9500
C -0.8785 0.8072 -7.3035
C -0.8798 0.8167 -5.6961
C 0.0207 1.7676 -4.9243
N -1.8372 -0.0122 -8.0531
O -1.3378 -0.7783 -8.9172
O -3.0089 -0.0567 -7.6937
H 1.4542 3.2157 -4.9709
H 1.6669 3.3335 -7.6016
H 0.1787 1.8032 -9.1112
H -1.6015 0.2170 -5.2196
H 0.0220 1.6721 -3.9264
C -1.3546 -4.7681 7.1492
C -2.5355 -3.9090 7.2245
C -2.8959 -3.1024 5.9998
C -1.8619 -2.9329 4.8335
C -0.6853 -3.9614 4.8535
C -0.5114 -4.8725 6.0472
N -2.0580 -2.1142 3.7085
O -1.3387 -2.3639 2.6640
O -3.0098 -1.2263 3.6076
H -0.9006 -5.3939 8.1343
H -3.1329 -4.0716 8.1905
H -4.0005 -2.6958 6.1408
H 0.2476 -4.0881 4.1602
H 0.2222 -5.4402 6.3009
C -5.0865 -1.4353 -1.0679
C -6.1775 -1.0931 -2.2044
C -6.0959 0.1370 -2.9925
C -4.7690 0.8575 -3.0209
C -3.6334 0.3655 -1.9592
C -3.8728 -0.6903 -0.9413
N -4.5648 2.0039 -3.9462
O -5.4799 2.1578 -4.8316
O -3.5279 2.5541 -3.9547
H -5.2051 -2.3198 -0.4880
H -7.1719 -1.6852 -2.2960
H -6.8040 0.1815 -3.9738
H -2.6942 1.0067 -1.8961
H -3.2736 -0.9209 -0.2139
C -3.0182 5.0044 -1.4629
O -3.7985 5.9388 -1.5967
N -2.0408 5.1306 -0.5550
C -1.1275 3.8960 -0.3049
C -1.8461 6.3206 0.3466
H -3.0579 4.1988 -2.2074
H -0.1269 4.0654 -0.5151
H -1.3683 3.1012 -0.9902
H -1.3197 3.5847 0.7424
H -2.5000 7.0568 0.3885
H -0.8291 6.6053 0.1166
H -1.8242 5.9348 1.5289
C 0.3994 -3.1893 -5.2038
O -0.2394 -2.3976 -5.8041
N 0.4203 -3.1760 -3.8204
C 1.2549 -4.1723 -3.1158
C -0.2235 -2.1842 -3.0464
H 1.1984 -3.8066 -5.8218
H 1.6657 -4.8006 -3.8076
H 0.7564 -4.7465 -2.5039
H 2.1879 -3.8087 -2.6895
H -1.3187 -2.3573 -3.0957
H -0.1686 -1.0762 -3.3948
H 0.1040 -2.3414 -2.1296
C 0.3008 -4.5400 0.9381
O -0.2048 -5.5963 1.1297
N 1.5085 -4.2691 1.4126
C 1.9437 -2.8844 1.2812
C 2.1807 -5.1932 2.3322
H -0.0592 -3.6585 0.3300
H 1.7714 -2.6594 0.4012
H 2.8903 -3.1603 1.6151
H 1.4200 -2.2008 1.9824
H 1.5952 -6.1311 2.4545
H 2.5793 -4.6358 3.1429
H 3.0645 -5.7285 2.1280
C 3.0785 3.7095 4.1515
O 3.1990 4.5758 5.1159
N 1.9363 3.7382 3.4166
C 1.7911 2.8416 2.3294
C 0.8253 4.6862 3.5422
H 3.8360 2.8375 4.0073
H 2.2945 1.9112 2.3839
H 1.9026 3.5254 1.5056
H 0.9052 2.5823 2.2817
H 0.1262 4.1726 4.2538
H 0.3502 4.9223 2.6549
H 1.2522 5.4823 3.9166

---

100
Properties=species:S:1:pos:R:3 method="wB97M-V/def2-TZVPD" lumo_energy_ev=-3.449 gap_ev=6.74 charge=+1 energy_ha=-2198.661443 fmax_ev_per_a=3.3
C -5.0072 0.2183 1.4978
C -4.5637 1.6329 2.2198
C -5.8027 2.6724 2.4885
N -6.6572 2.9604 1.2507
S -5.6384 3.9881 0.2116
C -7.8680 3.8006 1.5919
C -9.1330 2.9764 2.2285
C -9.7239 1.7694 1.2899
C -10.8931 0.9294 2.1409
O -11.6399 1.8138 3.0870
H -4.0527 -0.4365 1.2884
H -5.7826 -0.3755 2.1814
H -5.5058 0.4398 0.4484
H -3.7323 2.1600 1.5492
H -4.0253 1.4457 3.2686
H -5.3080 3.6966 2.8390
H -6.4814 2.3003 3.3664
H -6.9605 2.0979 0.7419
H -6.3923 4.5190 -0.8469
H -8.1619 4.4898 0.6646
H -7.5100 4.5687 2.4323
H -8.8977 2.5880 3.3276
H -10.0151 3.7682 2.3689
H -10.2119 2.1289 0.2753
H -8.9079 0.9463 1.0080
H -10.4375 -0.0131 2.7057
H -11.7042 0.4702 1.3956
H -11.0823 1.9161 3.9368
C -7.1473 8.5523 -2.1537
C -8.0145 9.3424 -1.3998
C -9.1737 8.7866 -0.8593
C -9.4609 7.4369 -1.0647
C -8.5918 6.6459 -1.8155
C -7.4372 7.2039 -2.3638
H -6.2457 8.9866 -2.5776
H -7.7871 10.3925 -1.2340
H -9.8526 9.4042 -0.2775
H -10.3618 7.0024 -0.6395
H -8.8149 5.5937 -1.9742
H -6.7632 6.5887 -2.9533
C 0.8817 0.9946 3.4984
C 0.0051 2.0791 3.5159
C -0.7774 2.3624 2.3969
C -0.6904 1.5544 1.2628
C 0.1834 0.4677 1.2468
C 0.9727 0.1899 2.3625
H 1.4938 0.7761 4.3695
H -0.0676 2.7045 4.4022
H -1.4553 3.2115 2.4084
H -1.3038 1.7722 0.3925
H 0.2498 -0.1628 0.3635
H 1.6574 -0.6535 2.3476
C 1.0752 -5.4851 2.1199
C 0.1734 -4.4244 2.1997
C 0.3909 -3.3900 3.1094
C 1.5167 -3.4115 3.9332
C 2.4204 -4.4704 3.8508
C 2.1980 -5.5095 2.9476
H 0.9036 -6.2928 1.4133
H -0.7001 -4.4042 1.5528
H -0.3155 -2.5670 3.1760
H 1.6889 -2.6030 4.6388
H 3.2985 -4.4862 4.4918
H 2.8994 -6.3370 2.8876
C 7.3086 -6.1664 0.4764
C 6.3046 -5.2972 0.9020
C 5.6882 -5.4939 2.1374
C 6.0833 -6.5552 2.9523
C 7.0900 -7.4222 2.5283
C 7.6999 -7.2309 1.2888
H 7.7863 -6.0147 -0.4880
H 6.0015 -4.4662 0.2699
H 4.9013 -4.8205 2.4658
H 5.6065 -6.7058 3.9173
H 7.3989 -8.2482 3.1642
H 8.4803 -7.9097 0.9564
C 7.9086 -1.1453 -3.3762
C 6.9046 -0.2761 -2.9506
C 6.2882 -0.4729 -1.7152
C 6.6833 -1.5342 -0.9003
C 7.6900 -2.4011 -1.3243
C 8.2999 -2.2098 -2.5639
H 8.3863 -0.9937 -4.3406
H 6.6015 0.5549 -3.5827
H 5.5013 0.2006 -1.3868
H 6.2065 -1.6848 0.0646
H 7.9989 -3.2272 -0.6884
H 9.0803 -2.8887 -2.8963
C 10.2366 -0.9969 -6.8130
C 9.2535 -1.8449 -7.3219
C 9.6116 -2.9215 -8.1329
C 10.9551 -3.1559 -8.4271
C 11.9385 -2.3099 -7.9150
C 11.5796 -1.2279 -7.1117
H 9.9568 -0.1560 -6.1838
H 8.2072 -1.6663 -7.0870
H 8.8448 -3.5781 -8.5348
H 11.2348 -3.9976 -9.0550
H 12.9856 -2.4937 -8.1431
H 12.3455 -0.5659 -6.7174